This record from the OMol25 dataset describes C27H19F5I2N7OPRu as an isolated structure. The level of theory is the ωB97M-V functional and the def2-TZVPD basis.

The geometry in XYZ format:
```
63
Properties=species:S:1:pos:R:3:forces:R:3
Ru -0.1745 0.4267 -0.6830 0.373 -0.635 0.919
C 1.5777 -4.4602 -2.7810 0.002 0.011 0.018
N 1.0164 -3.1147 -2.7941 -0.003 -0.060 0.005
C 0.7029 -2.3961 -3.9114 0.000 0.038 0.006
C 0.2158 -1.1974 -3.4809 0.012 -0.032 0.000
N 0.2270 -1.1817 -2.1129 -0.068 0.443 -0.424
C 0.7183 -2.3518 -1.7180 0.062 -0.018 0.075
P 0.9700 -2.8744 0.0094 -0.028 0.022 0.045
C 1.9837 -1.4470 0.4983 0.154 -0.112 -0.264
N 1.8074 -0.2452 -0.0213 -0.128 0.166 0.249
C 2.8681 0.5229 0.3554 0.022 -0.097 -0.006
C 3.7109 -0.2443 1.1109 -0.003 0.002 -0.011
N 3.1520 -1.4910 1.1858 -0.058 0.064 0.056
C 3.6835 -2.6219 1.9355 0.013 -0.022 -0.045
C -0.6808 -2.3253 0.5375 -0.025 -0.027 -0.088
N -1.2545 -1.1886 0.1511 -0.081 0.029 0.037
C -2.5758 -1.2732 0.4886 0.006 -0.053 0.012
C -2.7980 -2.4743 1.0955 -0.002 0.007 -0.007
N -1.6007 -3.1319 1.1164 0.021 0.040 0.085
C -1.3814 -4.4694 1.6552 -0.011 -0.025 -0.059
H 1.6215 -4.8209 -3.8041 -0.001 -0.001 -0.002
H 2.5834 -4.4510 -2.3656 0.003 0.002 -0.008
H 0.9485 -5.1285 -2.1974 -0.002 -0.002 -0.005
H 0.8494 -2.7878 -4.9023 -0.006 -0.006 -0.001
H -0.1377 -0.3633 -4.0553 0.016 -0.019 -0.014
H 2.9620 1.5508 0.0491 -0.002 0.004 0.025
H 4.6460 -0.0111 1.5894 0.002 -0.013 0.005
H 4.6563 -2.3458 2.3308 0.005 -0.004 -0.006
H 3.0238 -2.8729 2.7638 0.008 0.008 0.009
H 3.7982 -3.4875 1.2861 0.000 0.005 0.001
H -3.2745 -0.4867 0.2812 0.006 0.006 0.012
H -3.6941 -2.9029 1.5090 0.005 -0.011 0.004
H -2.1533 -4.6764 2.3908 0.005 0.005 0.009
H -1.4330 -5.2154 0.8639 -0.005 0.003 -0.002
H -0.4095 -4.5209 2.1379 -0.003 0.004 0.004
I 1.6266 5.0813 -2.1469 0.024 0.009 0.002
C 1.1442 4.3539 -0.2678 0.068 0.090 0.061
C 1.2413 5.1796 0.8703 -0.017 -0.038 -0.065
C 0.9316 4.7209 2.1230 0.015 0.015 0.020
I 1.1427 6.0067 3.7496 -0.004 0.009 0.009
C 0.4751 3.3906 2.2961 -0.021 -0.030 0.041
C 0.1256 2.7858 3.5234 0.023 0.080 -0.013
C -0.3007 1.4885 3.5507 -0.027 -0.094 -0.079
C -0.4229 0.7714 2.3503 -0.011 0.087 0.093
N -0.1094 1.3021 1.1908 -0.196 0.371 -0.192
C 0.3592 2.5892 1.1441 0.027 -0.051 -0.007
C 0.7354 3.0420 -0.1520 -0.075 -0.218 -0.010
O 0.6796 2.1893 -1.1439 0.090 -0.014 -0.369
H 1.5769 6.1994 0.7409 -0.001 0.002 -0.011
H 0.1984 3.3585 4.4384 0.003 0.011 -0.009
H -0.5716 1.0116 4.4815 -0.005 -0.019 -0.011
H -0.8013 -0.2397 2.3443 -0.016 -0.027 0.009
F -2.8887 1.6250 0.9289 -0.063 0.017 0.003
C -2.8879 1.9087 -0.3978 -0.009 0.008 -0.007
C -1.9088 1.3879 -1.2228 0.060 -0.006 -0.161
C -1.9828 1.8145 -2.5415 -0.065 -0.001 0.053
F -1.0282 1.4111 -3.4092 -0.056 0.064 -0.014
C -2.9609 2.6522 -3.0348 -0.037 0.015 0.017
F -2.9794 3.0172 -4.3152 0.008 -0.009 0.001
C -3.9359 3.1229 -2.1684 -0.032 0.030 -0.064
F -4.8951 3.9280 -2.6136 0.014 -0.014 0.008
C -3.8975 2.7512 -0.8396 0.002 -0.005 0.061
F -4.8206 3.2095 0.0067 0.010 -0.004 0.003
```
Forces are in eV/Å.

The calculation puts the HOMO-LUMO gap (alpha / beta) at 7.03 / 6.20 eV. The expectation value of S² is 0.755. The charge is +1. Its spin multiplicity is 2. Its electronic energy is -82440.3724 eV.

How is the electron density shared among the atoms? According to Löwdin, the charges in e are: atom 1 (Ru): 1.350, atom 2 (C): -0.013, atom 3 (N): -0.119, atom 4 (C): -0.024, atom 5 (C): -0.068, atom 6 (N): -0.031, atom 7 (C): -0.446, atom 8 (P): 1.185, atom 9 (C): -0.454, atom 10 (N): -0.036, atom 11 (C): -0.072, atom 12 (C): -0.018, atom 13 (N): -0.116, atom 14 (C): -0.011, atom 15 (C): -0.454, atom 16 (N): -0.069, atom 17 (C): -0.075, atom 18 (C): -0.018, atom 19 (N): -0.117, atom 20 (C): -0.011, atom 21 (H): 0.098, atom 22 (H): 0.094, atom 23 (H): 0.088, atom 24 (H): 0.132, atom 25 (H): 0.105, atom 26 (H): 0.120, atom 27 (H): 0.131, atom 28 (H): 0.097, atom 29 (H): 0.096, atom 30 (H): 0.087, atom 31 (H): 0.106, atom 32 (H): 0.134, atom 33 (H): 0.099, atom 34 (H): 0.099, atom 35 (H): 0.081, atom 36 (I): 0.964, atom 37 (C): -0.653, atom 38 (C): -0.206, atom 39 (C): -0.672, atom 40 (I): 0.952, atom 41 (C): -0.200, atom 42 (C): -0.015, atom 43 (C): -0.021, atom 44 (C): -0.098, atom 45 (N): -0.012, atom 46 (C): -0.145, atom 47 (C): -0.454, atom 48 (O): -0.252, atom 49 (H): 0.084, atom 50 (H): 0.071, atom 51 (H): 0.114, atom 52 (H): 0.105, atom 53 (F): 0.050, atom 54 (C): -0.235, atom 55 (C): -0.122, atom 56 (C): -0.225, atom 57 (F): 0.044, atom 58 (C): -0.143, atom 59 (F): 0.131, atom 60 (C): -0.135, atom 61 (F): 0.140, atom 62 (C): -0.146, atom 63 (F): 0.126

---

This record from the OMol25 dataset describes a 2-piece molecular cluster, CHF2IO overall. The level of theory is the ωB97M-V functional and the def2-TZVPD basis.

The geometry in XYZ format:
```
6
Properties=species:S:1:pos:R:3:forces:R:3
C 0.5813 0.0769 -0.0118 2.411 -0.144 0.035
O 0.0542 1.1750 -0.4281 -1.163 -0.739 1.207
F 0.2240 -0.4528 1.2385 0.014 1.150 -0.289
F 0.3415 -0.9741 -0.8098 -0.431 -1.146 -1.116
I -3.0125 0.0398 0.0437 1.584 0.491 -0.217
H 1.8115 0.1353 -0.0325 -2.416 0.389 0.381
```
Forces are in eV/Å.

The calculation puts the HOMO-LUMO gap (alpha / beta) at 5.19 / 5.17 eV. Its electronic energy is -16632.0791 eV.

How is the electron density shared among the atoms? According to Löwdin, the charges in e are: atom 1 (C): -0.714, atom 2 (O): 0.010, atom 3 (F): -0.020, atom 4 (F): 0.023, atom 5 (I): 0.478, atom 6 (H): 0.223

---

This record from the OMol25 dataset describes C19H48CrO4P2SSi as an isolated structure. The level of theory is the ωB97M-V functional and the def2-TZVPD basis.

The geometry in XYZ format:
```
76
Properties=species:S:1:pos:R:3:forces:R:3
Cr -0.1350 -0.4810 0.0804 -1.112 -1.166 1.285
H 1.0918 0.6683 0.5181 1.943 0.523 -1.603
H 1.3575 0.3746 -0.2255 0.541 1.785 1.829
P -1.0060 0.6943 1.8296 0.324 -0.855 1.111
P 0.0740 -0.2114 -2.0989 0.424 0.155 -2.132
C -0.3325 -1.6283 -3.1662 0.024 -0.107 -0.230
H -0.4755 -1.2547 -4.1855 0.041 -0.273 0.025
H 0.4638 -2.3789 -3.1522 -0.178 0.137 0.019
H -1.2625 -2.0848 -2.8117 0.153 0.002 -0.158
C -0.9365 1.0587 -2.9267 0.106 0.158 -0.282
H -0.6248 2.0622 -2.6080 -0.143 -0.267 -0.062
H -0.8174 0.9472 -4.0136 -0.101 0.258 0.183
H -1.9893 0.9061 -2.6585 0.244 0.052 -0.046
C 1.7970 0.1998 -2.5483 0.041 0.131 -0.504
H 2.5020 -0.3727 -1.9287 -0.188 0.056 -0.179
H 1.9654 -0.0162 -3.6084 0.159 0.145 0.088
H 1.9597 1.2697 -2.3599 0.027 -0.224 -0.080
C -2.3574 1.9098 1.9436 0.078 0.128 -0.053
H -2.5449 2.1345 3.0030 -0.039 0.020 -0.303
H -2.0786 2.8260 1.4069 -0.135 -0.210 0.125
H -3.2626 1.4868 1.4905 0.176 0.124 0.086
C -1.6166 -0.5786 2.9764 -0.171 0.276 0.803
H -0.8095 -1.2588 3.2722 -0.113 0.188 -0.177
H -2.0279 -0.0731 3.8578 -0.066 -0.333 0.120
H -2.4045 -1.1627 2.4880 0.114 0.155 0.085
C 0.3901 1.4943 2.6717 -0.214 0.352 0.533
H 0.8059 2.2821 2.0304 -0.100 -0.115 0.169
H 0.0175 1.9326 3.6038 0.282 0.111 -0.009
H 1.1734 0.7560 2.8876 -0.294 0.096 -0.102
C -1.7049 -1.5377 -0.2029 -5.164 -3.299 -0.326
O -2.6374 -2.2384 -0.3500 2.817 1.858 0.215
H -1.0026 0.8646 0.0174 -0.320 0.966 -1.225
C 3.5549 -5.0450 -1.9717 0.051 -0.112 -0.085
C 2.8142 -4.7610 -0.6657 0.187 0.736 0.047
C 1.3428 -4.4977 -0.9512 -0.368 -0.131 0.091
C 2.9441 -5.9383 0.2870 -0.032 -0.246 0.080
O 3.4711 -3.6052 -0.0870 -0.248 -0.314 -0.231
Si 3.2409 -2.2543 0.8222 0.122 -0.840 0.201
S 1.2454 -1.8692 1.2582 0.346 -0.643 0.661
O 4.0378 -2.4801 2.2499 0.074 -0.202 0.303
C 3.9543 -3.3670 3.4074 -0.115 0.408 -0.823
C 2.5143 -3.7730 3.6842 -0.190 -0.102 0.196
C 4.8260 -4.5953 3.1398 0.155 -0.091 0.078
C 4.4976 -2.5768 4.5903 0.174 0.025 0.209
O 3.9998 -1.0709 -0.0468 0.204 0.195 0.587
C 4.7489 0.0982 0.3900 -0.168 -0.498 -0.055
C 3.7841 1.2378 0.6864 0.112 0.323 -0.115
C 5.5756 -0.1753 1.6390 0.413 0.190 0.246
C 5.6836 0.4309 -0.7680 0.071 0.212 -0.073
H 3.1233 -5.9171 -2.4725 0.002 0.030 0.066
H 4.6117 -5.2565 -1.7766 -0.143 0.116 -0.011
H 3.4817 -4.1958 -2.6619 0.036 -0.078 0.236
H 0.8858 -5.4146 -1.3475 0.109 0.144 0.022
H 0.7965 -4.2126 -0.0408 0.224 -0.034 -0.316
H 1.2159 -3.7137 -1.7033 0.066 -0.002 0.197
H 3.9953 -6.1605 0.4849 -0.087 0.052 0.034
H 2.4250 -5.7464 1.2348 0.166 0.010 -0.220
H 2.4953 -6.8320 -0.1637 0.051 0.138 0.049
H 2.0968 -4.3888 2.8791 0.057 0.250 0.095
H 2.4932 -4.3731 4.6009 -0.007 0.049 -0.075
H 1.8770 -2.8921 3.8299 0.151 -0.248 -0.120
H 5.8796 -4.3536 3.3188 -0.117 -0.037 -0.159
H 4.5549 -5.4102 3.8259 0.051 0.151 -0.161
H 4.7166 -4.9436 2.1066 -0.057 0.136 0.314
H 5.5658 -2.3636 4.4599 -0.224 0.041 -0.057
H 3.9596 -1.6304 4.7152 0.029 -0.175 -0.060
H 4.3877 -3.1630 5.5127 0.019 0.107 -0.170
H 3.0499 0.9488 1.4507 0.236 0.004 -0.257
H 4.3533 2.0939 1.0654 -0.063 -0.056 -0.016
H 3.2673 1.5647 -0.2242 0.019 -0.121 0.225
H 6.2425 -1.0313 1.4923 -0.225 0.039 0.078
H 6.2094 0.7009 1.8370 -0.121 -0.113 -0.103
H 4.9559 -0.3399 2.5260 0.129 -0.058 -0.278
H 6.4093 -0.3766 -0.9254 -0.231 0.114 0.036
H 5.1268 0.5946 -1.6989 0.043 -0.088 0.190
H 6.2404 1.3470 -0.5375 -0.060 -0.106 -0.063
```
Forces are in eV/Å.

The calculation puts the HOMO-LUMO gap (alpha / beta) at 5.54 / 7.21 eV. The expectation value of S² is 6.056. Its spin multiplicity is 5. Its electronic energy is -94385.1212 eV.

How is the electron density shared among the atoms? According to Löwdin, the charges in e are: atom 1 (Cr): -0.430, atom 2 (H): 0.011, atom 3 (H): 0.017, atom 4 (P): 0.659, atom 5 (P): 0.718, atom 6 (C): -0.239, atom 7 (H): 0.044, atom 8 (H): 0.035, atom 9 (H): 0.038, atom 10 (C): -0.256, atom 11 (H): 0.049, atom 12 (H): 0.043, atom 13 (H): 0.049, atom 14 (C): -0.248, atom 15 (H): 0.035, atom 16 (H): 0.052, atom 17 (H): 0.051, atom 18 (C): -0.245, atom 19 (H): 0.049, atom 20 (H): 0.050, atom 21 (H): 0.053, atom 22 (C): -0.254, atom 23 (H): 0.030, atom 24 (H): 0.043, atom 25 (H): 0.043, atom 26 (C): -0.255, atom 27 (H): 0.054, atom 28 (H): 0.050, atom 29 (H): 0.035, atom 30 (C): -0.211, atom 31 (O): 0.082, atom 32 (H): -0.023, atom 33 (C): -0.033, atom 34 (C): -0.628, atom 35 (C): -0.055, atom 36 (C): -0.034, atom 37 (O): -0.137, atom 38 (Si): -0.070, atom 39 (S): 0.482, atom 40 (O): -0.186, atom 41 (C): -0.614, atom 42 (C): -0.070, atom 43 (C): -0.017, atom 44 (C): -0.039, atom 45 (O): -0.151, atom 46 (C): -0.625, atom 47 (C): -0.046, atom 48 (C): -0.046, atom 49 (C): -0.031, atom 50 (H): 0.085, atom 51 (H): 0.088, atom 52 (H): 0.087, atom 53 (H): 0.093, atom 54 (H): 0.047, atom 55 (H): 0.062, atom 56 (H): 0.081, atom 57 (H): 0.078, atom 58 (H): 0.091, atom 59 (H): 0.064, atom 60 (H): 0.088, atom 61 (H): 0.059, atom 62 (H): 0.084, atom 63 (H): 0.092, atom 64 (H): 0.062, atom 65 (H): 0.085, atom 66 (H): 0.088, atom 67 (H): 0.089, atom 68 (H): 0.061, atom 69 (H): 0.093, atom 70 (H): 0.069, atom 71 (H): 0.097, atom 72 (H): 0.091, atom 73 (H): 0.076, atom 74 (H): 0.092, atom 75 (H): 0.082, atom 76 (H): 0.087

---

This record from the OMol25 dataset describes a 2-piece molecular cluster, C2H9N2S2 overall. The level of theory is the ωB97M-V functional and the def2-TZVPD basis.

The geometry in XYZ format:
```
15
Properties=species:S:1:pos:R:3:forces:R:3
C -0.9073 -2.0344 1.9474 -2.506 -2.014 -1.449
S 0.1544 -0.8509 1.0741 0.983 -0.098 0.126
S 0.3105 -1.1418 -1.0416 -0.920 0.062 0.876
H -1.9730 -1.6588 1.7712 1.327 -0.912 0.351
H -0.7715 -2.1198 3.0417 0.622 0.675 -0.639
H -0.8300 -3.1525 1.5610 -0.003 2.474 0.534
H 0.5349 -2.4473 -1.1411 0.374 -0.373 0.185
N -0.9436 1.9892 -1.2886 -3.095 -3.853 0.061
C -0.0051 2.5681 -0.5961 0.792 1.347 2.204
N 1.1062 1.9389 -0.2844 -0.513 3.882 2.486
H -1.4463 1.0915 -0.8188 2.088 2.295 -1.818
H -1.4819 2.4058 -2.0382 -0.148 0.553 0.686
H -0.2447 3.5981 -0.0257 1.270 -1.867 -1.885
H 1.6302 2.4202 0.4581 -0.092 -0.201 -0.494
H 1.4802 1.0468 -0.4255 -0.179 -1.972 -1.224
```
Forces are in eV/Å.

The calculation puts the HOMO-LUMO gap at 7.58 eV. The charge is +1. Its electronic energy is -26862.4563 eV.

How is the electron density shared among the atoms? According to Löwdin, the charges in e are: atom 1 (C): -0.478, atom 2 (S): 0.360, atom 3 (S): 0.339, atom 4 (H): 0.044, atom 5 (H): 0.045, atom 6 (H): 0.088, atom 7 (H): -0.182, atom 8 (N): 0.104, atom 9 (C): -0.211, atom 10 (N): 0.198, atom 11 (H): 0.176, atom 12 (H): 0.130, atom 13 (H): 0.212, atom 14 (H): 0.152, atom 15 (H): 0.023